(1)
{
  "formula": "H24Mg4O36S6",
  "method": "wB97M-V/def2-TZVPD",
  "relative_energy_kcal_mol": 28.7,
  "largest_force_ev_per_a": 6.36,
  "lumo_ev": 5.2,
  "charge": -4,
  "multiplicity": 1,
  "symbols": ["Mg", "Mg", "Mg", "Mg", "S", "O", "O", "O", "O", "S", "O", "O", "O", "O", "S", "O", "O", "O", "O", "S", "O", "O", "O", "O", "S", "O", "O", "O", "O", "S", "O", "O", "O", "O", "O", "H", "H", "O", "H", "H", "O", "H", "H", "O", "H", "H", "O", "H", "H", "O", "H", "H", "O", "H", "H", "O", "H", "H", "O", "H", "H", "O", "H", "H", "O", "H", "H", "O", "H", "H"],
  "coordinates": [[0.73549, 0.44836, 3.27124], [-2.54849, -1.95247, 0.97390], [-1.66380, 2.60504, -0.98311], [0.87499, -1.79831, -2.12457], [3.64672, -0.65460, -3.00370], [2.62922, -1.23177, -2.19960], [3.11824, -0.37739, -4.30702], [4.02242, 0.67029, -2.49523], [4.84372, -1.55728, -3.03423], [-1.01270, -2.18519, 3.85417], [-2.11145, -1.94860, 2.90260], [0.10344, -1.28674, 3.40252], [-1.31229, -1.89515, 5.23205], [-0.60926, -3.56272, 3.78100], [-0.63997, 4.01183, -3.72404], [-0.77298, 3.33545, -2.44467], [0.50724, 3.38646, -4.38904], [-1.90509, 3.80963, -4.49603], [-0.38412, 5.42719, -3.51861], [-2.30593, -2.45714, -2.09717], [-2.54617, -1.44007, -3.16060], [-0.88581, -2.46998, -2.04339], [-2.88025, -2.03640, -0.82966], [-2.89729, -3.76164, -2.47043], [-0.22082, 0.11470, 0.15565], [0.51394, -0.82387, -0.57214], [-1.51379, -0.41117, 0.56684], [0.48155, 0.45269, 1.38031], [-0.38357, 1.33026, -0.63681], [2.09092, -4.43580, -0.55955], [1.31892, -5.10742, 0.49446], [1.44533, -3.24164, -1.08292], [3.26298, -4.10203, 0.19480], [2.32705, -5.41818, -1.62033], [-0.79791, 3.98163, 0.21921], [-0.41137, 4.83275, 0.01328], [-0.29064, 3.66188, 0.96532], [1.64868, 3.30618, 1.31179], [1.54634, 2.49791, 0.80934], [2.37669, 3.76129, 0.88857], [-1.28106, 0.87169, 3.64902], [-1.90914, 1.55147, 3.89324], [-1.79384, 0.24207, 3.14218], [2.39379, 1.62985, -0.70099], [1.53391, 1.20934, -0.69706], [2.88267, 1.17008, -1.38352], [2.52473, -0.07057, 3.17976], [2.92325, -0.58604, 2.47854], [3.25120, 0.13753, 3.76727], [2.70929, -1.39852, 0.92858], [1.99808, -1.34318, 0.29034], [3.26422, -2.10973, 0.60845], [-2.65683, 1.97600, 0.57546], [-2.33421, 1.10513, 0.80721], [-3.34759, 2.15376, 1.21382], [-4.16392, -0.76630, 1.25438], [-4.61122, -0.52892, 2.06666], [-4.87028, -0.90956, 0.62447], [-0.80030, -3.25373, 0.62169], [-0.31848, -3.32751, -0.20211], [-0.20542, -3.61187, 1.28055], [1.07380, 2.42027, 3.66264], [1.57681, 3.01154, 4.22266], [0.83594, 2.95291, 2.90373], [-2.78137, 1.18486, -1.97008], [-3.29787, 1.63120, -2.64109], [-2.60315, 0.32023, -2.34006], [0.32409, -0.07176, -3.19053], [-0.26616, 0.17517, -3.90247], [0.54890, 0.75663, -2.76692]],
  "forces_ev_per_a": [[-1.1, -0.5, -0.7], [2.7, -1.7, 0.6], [0.3, 0.4, -1.9], [0.5, -0.4, -1.6], [5.6, 0.8, -3.0], [-2.4, -1.4, 3.0], [-1.0, -0.7, -2.9], [0.5, 1.2, 2.1], [-1.0, 0.7, 0.1], [3.3, -2.2, 0.9], [-2.8, 1.3, -0.8], [-0.4, -0.7, 0.4], [-1.5, 1.7, 1.4], [0.2, -0.8, -0.8], [0.8, 0.1, -4.9], [-1.1, -1.0, 3.5], [-0.4, 0.0, -0.1], [0.0, 0.1, 0.6], [-0.2, 1.7, 0.9], [-2.1, -1.6, -5.7], [-1.6, 0.8, 0.7], [2.3, -1.4, 1.1], [-2.2, 0.7, 1.5], [0.4, 1.0, 0.6], [0.0, 0.2, 1.1], [1.0, -0.7, 0.0], [-1.5, 1.5, 0.5], [0.8, 1.7, 0.9], [0.4, -0.2, 0.4], [0.7, -4.8, 1.7], [-3.0, -0.2, 0.4], [-1.4, 0.8, -0.3], [3.8, 2.2, 0.1], [0.2, 0.4, -1.1], [-0.9, 0.8, 0.7], [0.2, 0.0, -0.7], [0.6, -0.3, 0.0], [-0.6, 1.2, 1.1], [0.6, -1.0, -1.0], [0.1, -0.1, -0.4], [-0.4, 1.2, 0.3], [0.1, 0.3, 0.2], [-0.1, -1.2, -0.3], [-1.3, 1.3, 1.8], [0.4, 0.1, -0.4], [1.8, -0.7, -1.5], [1.6, 1.0, 2.0], [-0.3, -1.4, -2.4], [0.1, 0.1, 0.1], [0.7, 0.9, 1.4], [0.0, 0.0, -0.2], [0.2, -1.1, -0.4], [-1.4, 1.4, 1.4], [0.6, -1.8, -0.2], [-0.1, 0.3, -0.2], [-0.8, 0.3, 0.3], [0.2, -0.2, 0.5], [0.0, -0.1, -0.8], [-1.9, 0.8, 1.0], [0.5, -0.2, -0.8], [0.5, -0.6, 0.3], [-0.4, -0.1, 1.5], [0.2, -0.2, 0.0], [0.4, 0.3, -1.1], [-0.9, 1.4, 0.5], [0.0, 0.1, -0.6], [0.5, -1.8, -0.6], [-0.5, -0.2, 0.0], [-0.1, -0.1, -0.2], [0.4, 0.5, -0.1]]
}

(2)
{
  "formula": "H24NO10",
  "method": "wB97M-V/def2-TZVPD",
  "relative_energy_kcal_mol": 37.4,
  "largest_force_ev_per_a": 3.08,
  "lumo_ev": -3.2,
  "charge": 1,
  "multiplicity": 1,
  "symbols": ["N", "H", "H", "H", "H", "O", "H", "H", "O", "H", "H", "O", "H", "H", "O", "H", "H", "O", "H", "H", "O", "H", "H", "O", "H", "H", "O", "H", "H", "O", "H", "H", "O", "H", "H"],
  "coordinates": [[0.15901, -0.71014, -0.05556], [0.01144, -0.19532, 0.78937], [0.72928, -0.08540, -0.71708], [-0.76111, -0.91136, -0.46913], [0.51786, -1.62885, 0.15704], [0.37700, 2.89685, -1.29873], [0.01762, 3.34095, -2.03282], [-0.22984, 2.35060, -0.86510], [-2.85308, -0.15148, 0.98393], [-3.26455, -0.65000, 0.29664], [-2.90107, -0.48908, 1.89382], [3.11209, -0.81033, 0.74096], [3.15632, -1.34415, -0.05657], [2.69155, 0.03340, 0.55722], [-0.45206, -1.78183, 2.70985], [-0.50428, -0.95509, 3.17608], [0.38050, -2.12828, 3.02151], [1.60812, 1.00326, -2.67026], [1.19373, 1.76370, -2.28909], [0.93247, 0.52337, -3.20960], [-1.83747, 1.14375, -1.44481], [-1.80379, 1.15699, -2.40968], [-2.78186, 1.39109, -1.46067], [-0.94695, 2.08247, 1.36408], [-1.63050, 1.39335, 1.46009], [-1.01056, 2.76684, 2.08263], [-1.91267, -2.96355, 0.60808], [-2.83542, -3.22969, 0.79276], [-1.69597, -2.47703, 1.39634], [1.83602, 1.54840, 0.81306], [2.60888, 1.79880, 1.35918], [1.12411, 1.91669, 1.25926], [2.38114, -2.21841, -1.78079], [1.65760, -2.56826, -2.25410], [2.92647, -1.81225, -2.44791]],
  "forces_ev_per_a": [[-0.4, 0.7, -2.0], [0.0, 0.3, 0.8], [-0.4, -1.4, 0.8], [0.0, 0.5, 0.1], [1.1, -0.1, 0.1], [3.0, 0.8, 0.3], [-1.2, 0.9, -1.1], [-2.1, -0.9, 0.8], [1.3, 1.7, 1.3], [-0.6, -1.0, 0.0], [-0.7, -0.5, -1.0], [0.1, -0.6, 0.6], [-0.1, 0.2, -0.2], [0.0, -0.1, -0.4], [-0.2, 0.1, -0.4], [-0.2, 0.7, 0.4], [0.5, -0.6, 0.1], [-0.1, -2.6, -1.2], [-0.6, 1.2, 0.7], [0.9, 0.9, 0.5], [-1.4, 0.0, -1.0], [1.1, -0.2, -0.3], [0.2, 0.0, 1.3], [0.3, 0.5, 0.9], [-0.1, 0.7, 0.0], [-0.3, -1.2, -1.0], [-1.2, -0.3, -0.5], [0.7, -0.2, -0.4], [0.6, 0.2, 0.8], [2.8, -0.7, -0.5], [-0.4, -0.1, -0.5], [-2.5, 1.2, 1.2], [0.7, 0.5, 1.1], [-1.2, -0.9, -0.8], [0.5, 0.3, -0.4]]
}

(3)
{
  "formula": "H24NeO12",
  "method": "wB97M-V/def2-TZVPD",
  "relative_energy_kcal_mol": 17.8,
  "largest_force_ev_per_a": 1.05,
  "lumo_ev": -0.4,
  "charge": 0,
  "multiplicity": 1,
  "symbols": ["Ne", "O", "H", "H", "O", "H", "H", "O", "H", "H", "O", "H", "H", "O", "H", "H", "O", "H", "H", "O", "H", "H", "O", "H", "H", "O", "H", "H", "O", "H", "H", "O", "H", "H", "O", "H", "H"],
  "coordinates": [[-0.09847, 0.19940, -0.32626], [-1.75840, 2.35908, -0.04338], [-1.03111, 2.06469, -0.59166], [-1.57747, 1.98247, 0.81781], [0.09257, -2.74319, 1.27557], [-0.75711, -2.34494, 1.46443], [0.72623, -2.17701, 1.71619], [0.86058, -3.12523, -1.23930], [0.45170, -2.89100, -0.40612], [1.62735, -2.55536, -1.29892], [-0.98761, 1.44714, 2.35253], [-0.86825, 0.61112, 2.80315], [-0.90235, 2.10568, 3.04194], [2.38495, -0.99390, -2.35791], [2.08844, -0.77867, -3.24222], [2.10871, -0.24887, -1.82419], [-2.39021, -1.21254, 1.03141], [-2.73585, -0.65157, 0.33710], [-3.16763, -1.56988, 1.46056], [0.32636, 2.10549, -2.02424], [-0.29846, 1.68888, -2.61776], [0.02139, 3.00984, -1.95094], [-3.92302, 0.48001, -0.58543], [-3.28443, 1.15312, -0.35014], [-4.19571, 0.70812, -1.47416], [2.07774, -1.18257, 2.82990], [2.58575, -1.33866, 3.62601], [2.26598, -0.27275, 2.59962], [3.13821, 1.25940, -0.46048], [2.78126, 1.97630, -0.98477], [2.66336, 1.30926, 0.36913], [1.71983, 1.59759, 2.12072], [2.02762, 2.49733, 2.01134], [0.76731, 1.67476, 2.17530], [-1.00071, -1.75327, -3.65934], [-1.54959, -2.50161, -3.42494], [-0.18896, -1.88857, -3.17048]],
  "forces_ev_per_a": [[0.1, -0.4, 0.2], [-0.8, 0.5, -0.4], [0.3, -0.2, -0.2], [0.1, -0.2, 0.5], [-0.1, -0.3, 0.2], [-0.5, 0.2, -0.2], [0.6, 0.1, 0.4], [-0.1, -0.3, -1.0], [-0.3, -0.1, 0.7], [0.3, 0.2, -0.3], [0.2, 0.2, 0.3], [-0.2, -0.7, 0.0], [-0.3, 0.4, 0.3], [0.1, -0.2, -0.2], [0.0, -0.1, -0.3], [0.2, 0.4, 0.4], [0.6, -0.3, 0.7], [-0.4, 0.1, -0.6], [-0.2, -0.1, 0.0], [0.2, 0.1, 0.2], [-0.2, -0.3, -0.4], [0.0, 0.4, -0.2], [-0.3, -0.5, 0.1], [0.5, 0.8, 0.1], [-0.1, -0.1, -0.2], [-0.2, -0.2, 0.0], [0.1, -0.2, 0.2], [0.0, 0.5, -0.2], [0.3, -0.1, -0.3], [-0.1, 0.2, -0.3], [-0.3, -0.1, 0.4], [0.9, 0.0, 0.0], [0.3, 0.3, 0.1], [-0.7, -0.2, -0.3], [-0.2, 0.5, -0.4], [0.0, -0.2, 0.1], [0.3, -0.3, 0.5]]
}

(4)
{
  "formula": "H24O12",
  "method": "wB97M-V/def2-TZVPD",
  "relative_energy_kcal_mol": 62.7,
  "largest_force_ev_per_a": 0.35,
  "lumo_ev": 0.1,
  "charge": 0,
  "smiles": "O.O.O.O.O.O.O.O.O.O.O.O",
  "multiplicity": 1,
  "symbols": ["O", "H", "H", "O", "H", "H", "O", "H", "H", "O", "H", "H", "O", "H", "H", "O", "H", "H", "O", "H", "H", "O", "H", "H", "O", "H", "H", "O", "H", "H", "O", "H", "H", "O", "H", "H"],
  "coordinates": [[3.30390, -2.41363, 3.50536], [2.71399, -1.68805, 3.70971], [2.96542, -2.77467, 2.68602], [-0.99667, -0.38918, 4.13803], [-1.80117, 0.08632, 3.93091], [-1.21358, -0.89935, 4.91836], [-2.39356, 4.49649, 0.50195], [-2.41087, 4.27541, -0.42921], [-2.90348, 3.80415, 0.92252], [5.00625, 1.19252, 1.17157], [5.32026, 0.55376, 1.81158], [5.80244, 1.58791, 0.81663], [1.52987, 1.52754, -5.36121], [2.43984, 1.70553, -5.12352], [1.58750, 1.03810, -6.18180], [1.80742, 4.42403, 2.01220], [1.11507, 4.02169, 1.48779], [2.55564, 3.83514, 1.91422], [-2.20989, 3.06936, -3.87357], [-1.37205, 2.61154, -3.94182], [-2.20692, 3.68574, -4.60590], [-2.08875, -5.11531, 0.30711], [-1.70592, -4.27256, 0.55094], [-2.44712, -4.97168, -0.56878], [2.50012, -4.46052, -0.04974], [2.07866, -5.26977, 0.23960], [3.13276, -4.74237, -0.71046], [0.21753, 0.27867, -0.23689], [1.17206, 0.27145, -0.30802], [0.04688, 0.25775, 0.70474], [-4.71347, 0.98652, 2.23199], [-4.93881, 0.44852, 1.47304], [-5.48255, 0.93501, 2.79953], [-2.44924, -2.93217, -3.45810], [-2.41914, -2.02078, -3.74913], [-1.54248, -3.14309, -3.23554]],
  "forces_ev_per_a": [[0.2, 0.0, 0.1], [-0.2, 0.2, 0.1], [-0.1, -0.2, -0.3], [0.3, 0.0, -0.1], [-0.3, 0.2, -0.1], [0.0, -0.1, 0.2], [0.2, 0.2, 0.1], [0.0, -0.1, -0.3], [-0.2, -0.2, 0.2], [-0.3, 0.1, -0.1], [0.0, -0.2, 0.2], [0.2, 0.1, -0.1], [-0.2, 0.1, 0.1], [0.2, 0.1, 0.1], [0.0, -0.1, -0.2], [0.0, 0.2, 0.1], [-0.3, 0.0, -0.1], [0.2, -0.2, 0.0], [-0.2, 0.0, 0.2], [0.3, -0.2, 0.0], [0.0, 0.2, -0.2], [0.0, -0.2, 0.1], [0.1, 0.2, 0.1], [-0.1, 0.0, -0.3], [0.0, 0.3, 0.1], [-0.2, -0.2, 0.1], [0.2, 0.0, -0.2], [-0.2, 0.0, -0.2], [0.3, 0.0, 0.0], [-0.1, 0.0, 0.3], [0.3, 0.1, 0.1], [0.0, -0.1, -0.2], [-0.2, 0.0, 0.2], [-0.2, -0.2, 0.0], [0.0, 0.3, -0.1], [0.3, 0.0, 0.1]]
}

(5)
{
  "formula": "H24O12",
  "method": "wB97M-V/def2-TZVPD",
  "relative_energy_kcal_mol": 21.4,
  "largest_force_ev_per_a": 1.39,
  "lumo_ev": -0.2,
  "charge": 0,
  "smiles": "O.O.O.O.O.O.O.O.O.O.O.O",
  "multiplicity": 1,
  "symbols": ["O", "H", "H", "O", "H", "H", "O", "H", "H", "O", "H", "H", "O", "H", "H", "O", "H", "H", "O", "H", "H", "O", "H", "H", "O", "H", "H", "O", "H", "H", "O", "H", "H", "O", "H", "H"],
  "coordinates": [[-0.62800, -2.75243, 1.56866], [-0.07204, -3.36755, 2.04696], [-1.50337, -2.88815, 1.93136], [2.22400, -1.32992, 1.71019], [2.93419, -1.96458, 1.61500], [1.51385, -1.68216, 1.17368], [2.23716, -0.91236, -1.65436], [2.27774, -1.19583, -2.56772], [1.36214, -0.53634, -1.55843], [-2.66134, 0.68385, 1.61702], [-2.96341, 0.45769, 0.73733], [-2.03391, 1.39367, 1.48022], [1.77883, -3.34957, -0.60801], [2.03070, -2.56473, -1.09465], [0.82237, -3.32053, -0.58416], [-1.01283, -3.24563, -1.08737], [-1.44713, -4.00062, -1.48437], [-1.12751, -3.37075, -0.14534], [-2.38463, 0.83626, -2.02750], [-1.65422, 0.34852, -1.64692], [-2.02940, 1.70940, -2.19385], [-0.96708, 3.34653, -1.82340], [-1.10866, 3.24986, -0.88168], [-0.04779, 3.11347, -1.95305], [-1.36207, 2.99253, 0.96023], [-1.93403, 3.68002, 1.30146], [-0.48175, 3.25942, 1.22488], [1.97470, 2.80355, -0.65615], [1.70530, 2.28422, 0.10144], [1.74693, 3.70363, -0.42336], [1.17862, 1.08790, 1.52052], [1.09506, 1.46845, 2.39484], [1.58089, 0.23208, 1.66872], [-0.39773, -0.06033, -0.60807], [-0.49837, -0.79048, 0.00264], [-0.14738, 0.68097, -0.05668]],
  "forces_ev_per_a": [[0.0, 0.1, -0.2], [0.4, -0.2, 0.2], [-0.4, 0.2, 0.3], [-0.2, 0.1, 0.5], [0.2, -0.1, -0.2], [-0.1, -0.5, -0.4], [0.6, -0.1, -0.1], [0.1, 0.1, -0.4], [-0.7, 0.4, 0.2], [-0.2, -0.6, 0.5], [-0.1, 0.0, -0.4], [0.1, 0.3, -0.1], [0.4, -0.8, 0.9], [0.2, 0.7, -0.2], [-0.4, -0.1, -0.5], [-0.1, 0.1, -0.4], [-0.1, -0.1, -0.3], [0.0, 0.1, 0.5], [-1.1, -0.1, -0.4], [0.2, -0.2, 0.1], [0.2, 0.5, -0.1], [-0.1, 0.3, -0.6], [-0.2, -0.1, 0.4], [0.4, -0.1, -0.1], [0.3, 0.1, -0.1], [-0.4, 0.2, 0.1], [0.4, 0.0, 0.1], [-0.1, 0.3, -0.5], [0.1, -0.6, 0.5], [0.1, 0.4, 0.0], [-0.7, 1.2, -0.2], [-0.1, 0.1, 0.2], [0.8, -0.8, 0.0], [0.7, -0.4, -0.3], [-0.2, -0.4, 0.3], [0.1, 0.3, 0.4]]
}

(6)
{
  "formula": "H24O12",
  "method": "wB97M-V/def2-TZVPD",
  "relative_energy_kcal_mol": 117.3,
  "largest_force_ev_per_a": 3.29,
  "lumo_ev": -0.8,
  "charge": 0,
  "smiles": "O.O.O.O.O.O.O.O.O.O.O.O",
  "multiplicity": 1,
  "symbols": ["O", "H", "H", "O", "H", "H", "O", "H", "H", "O", "H", "H", "O", "H", "H", "O", "H", "H", "O", "H", "H", "O", "H", "H", "O", "H", "H", "O", "H", "H", "O", "H", "H", "O", "H", "H"],
  "coordinates": [[1.25852, -0.07053, 0.16324], [1.14396, -0.11569, -0.79270], [0.42117, 0.28356, 0.48332], [-3.28182, 1.24483, -0.51544], [-2.95329, 0.84392, 0.29717], [-3.42125, 2.16930, -0.28112], [0.14842, -1.01298, 3.90945], [-0.54684, -1.67841, 3.85652], [-0.31303, -0.17953, 3.76318], [0.80170, 3.58504, -2.02253], [0.73854, 2.68271, -2.35541], [0.26065, 3.57915, -1.22489], [-0.92421, 4.43649, 1.17563], [-1.03369, 3.57309, 1.58981], [-0.56772, 4.99055, 1.87914], [-2.64744, -2.09106, -0.47309], [-2.81387, -3.03807, -0.40631], [-1.69620, -2.01020, -0.34044], [5.30047, -1.03730, 1.52674], [4.81868, -0.22121, 1.70244], [4.71392, -1.53564, 0.94657], [3.16388, -1.08977, -1.81512], [3.70071, -0.62194, -2.46470], [3.61712, -1.93251, -1.69954], [-3.41766, -1.93636, 1.68077], [-3.06178, -1.13932, 1.27204], [-2.91586, -2.65218, 1.27481], [-1.23263, -1.46400, -2.86364], [-1.36141, -2.10437, -2.15489], [-1.92677, -1.67408, -3.49848], [0.28316, -2.37059, -1.08733], [0.65582, -3.18204, -0.72447], [0.26821, -1.76403, -0.33844], [0.68500, 2.01911, 0.06177], [1.30838, 1.80495, 0.76499], [-0.13467, 2.21893, 0.52781]],
  "forces_ev_per_a": [[0.1, -3.2, 0.6], [0.4, 0.1, -0.1], [0.4, -0.3, -0.4], [0.2, 0.1, 0.2], [-0.2, 0.0, -0.2], [-0.1, 0.0, -0.1], [-0.2, 0.1, -0.2], [0.0, 0.0, 0.0], [0.1, -0.1, 0.1], [-0.2, 0.3, -0.5], [0.0, 0.1, 0.1], [0.3, 0.0, -0.1], [-0.1, -0.2, 0.1], [-0.1, 0.3, 0.1], [0.0, 0.0, -0.1], [0.7, -0.4, -1.7], [-0.1, 0.0, -0.4], [0.2, -0.2, -0.3], [-0.1, 0.0, 0.0], [0.0, -0.1, 0.0], [0.0, 0.1, 0.1], [0.2, 0.0, -0.1], [-0.1, 0.0, 0.0], [-0.1, 0.1, -0.1], [-0.3, 0.1, 2.3], [-0.3, -0.6, 0.0], [-0.4, 0.6, 0.5], [-0.3, 0.0, -0.7], [0.1, 0.2, -0.4], [0.0, 0.3, 0.1], [-0.3, -0.8, 0.5], [0.1, 0.0, 0.0], [0.8, 0.2, 0.2], [-1.2, 2.3, 0.8], [0.2, 0.2, -0.3], [0.0, 0.4, -0.2]]
}